Entry 1:
# C40H41F2N6RhSe2Si2

A structure of composition C40H41F2N6RhSe2Si2 in a non-equilibrium geometry (ωB97M-V/def2-TZVPD, the Open Molecules 2025 dataset).

The calculation puts the HOMO energy (alpha / beta) at -0.116 / -0.260 Ha. The energy above the lowest of the compared OMol25 structures with the same formula, charge and spin is 27.2 kcal per mole. The value obtained for the largest force on an atom is 1.0 eV Å⁻¹. As for the gap between HOMO and LUMO (alpha / beta): 2.65 / 4.25 eV. Its spin multiplicity is 5.

Each line ends with the Löwdin charge.
Atoms and positions in Å:
Rh 0.1966 -0.1776 -0.2170  0.477
Se -1.2254 -0.6970 -1.9623  0.549
Se 2.1952 0.6905 -1.9648  0.729
Si -2.8224 -1.1279 -3.5984  0.262
Si -1.2557 -0.9516 1.5415  0.572
F 1.6988 3.6048 3.2944  0.055
F 4.3721 -0.2065 3.1238  0.090
N 1.2795 3.3513 -2.6113  -0.061
N -0.5212 2.0866 0.0868  0.044
N 5.3804 -8.9341 3.8377  0.098
N 2.4435 -4.0876 0.1363  -0.023
N 2.5577 3.2640 -0.8512  0.142
N 1.2600 -2.2959 -0.4416  -0.072
C 1.8437 6.8906 -0.6005  -0.077
C 3.0183 -5.0924 0.9152  -0.232
C -1.7915 4.2608 1.2298  -0.037
C 0.7883 5.8376 -2.5203  -0.001
C 2.1654 4.5830 -0.9705  -0.174
C 2.4352 5.7016 -0.2015  0.004
C -0.7477 3.6364 1.8810  0.012
C -1.5105 2.7148 -0.5429  -0.173
C -2.1679 3.8113 -0.0299  -0.052
C 2.4828 -0.1094 1.7454  -0.057
C 1.0423 1.8333 1.8382  -0.162
C 1.0392 6.9546 -1.7365  -0.079
C -3.4949 -2.8321 -3.1741  -0.211
C 2.6226 -3.8808 -1.2201  -0.047
C 3.9864 -7.2945 1.0913  -0.066
C 3.3887 -6.3241 0.3319  -0.054
C 1.3536 4.6415 -2.1060  -0.158
C -3.5521 0.5797 0.5589  -0.142
C -5.0053 0.2784 2.8868  -0.084
C -3.7238 -0.2429 2.7913  -0.099
C -2.9690 -0.1029 1.6241  -0.271
C -1.8289 -1.0940 -5.1993  -0.215
C 1.6109 -3.0998 0.5638  -0.194
C 0.5460 2.9504 -3.7874  -0.023
C -5.5661 0.9550 1.8130  -0.092
C 1.9754 2.5144 -1.8081  -0.703
C 1.9065 2.3610 2.7983  -0.223
C 4.8661 -8.0915 3.2335  -0.250
C 3.2919 0.4602 2.7099  -0.270
C -1.7402 -2.7679 1.1876  -0.202
C 1.8900 -2.7747 -1.5518  -0.198
C -4.1039 0.2484 -3.4883  -0.210
C -0.1051 2.5498 1.2840  -0.216
C 3.0225 1.6992 3.2579  0.065
C 4.2346 -7.0819 2.4702  -0.277
C 1.3445 0.5550 1.3116  -0.275
C 3.8302 -5.8609 3.0556  -0.064
C -0.5822 -0.9345 3.3245  -0.196
C 3.2351 -4.8867 2.2968  -0.052
C -4.8343 1.1048 0.6451  -0.093
H 4.2657 -8.2389 0.6435  0.106
H -2.4472 -1.3308 -6.0666  0.036
H 3.1798 -6.5140 -0.7134  0.092
H -2.9500 4.2991 -0.5944  0.109
H -5.5685 0.1529 3.8031  0.103
H 0.6001 7.9009 -2.0227  0.106
H 3.2785 -4.4927 -1.8109  0.108
H -2.3081 5.0872 1.6992  0.113
H -6.5674 1.3598 1.8867  0.101
H 3.9972 -5.6936 4.1113  0.106
H 3.0677 5.6415 0.6738  0.119
H -4.5444 0.2787 -2.4905  0.017
H -2.5355 -3.0576 1.8788  0.033
H -2.6806 -3.5558 -3.1255  0.036
H 2.7748 -1.0670 1.3326  0.097
H 0.4453 -1.2965 3.3766  0.019
H -0.3797 3.5221 -3.8504  0.094
H 1.1346 3.1242 -4.6892  0.106
H -0.4403 3.9757 2.8574  0.113
H -4.2117 -3.1727 -3.9235  0.035
H -3.6440 1.2177 -3.6876  0.027
H -1.3837 -0.1102 -5.3555  0.023
H -1.7710 2.3126 -1.5172  0.086
H 3.0860 2.8624 -0.0918  0.157
H -3.9936 -2.8185 -2.2040  0.033
H -3.3042 -0.7729 3.6381  0.094
H 2.9531 -3.9484 2.7586  0.089
H -2.1123 -2.8912 0.1693  0.004
H -0.9049 -3.4547 1.3225  0.010
H 1.7728 -2.3030 -2.5143  0.071
H -4.9070 0.0981 -4.2123  0.035
H 2.0039 7.7817 -0.0089  0.108
H -0.6017 0.0725 3.7463  0.033
H -2.9965 0.6923 -0.3636  0.012
H 1.2615 -3.0107 1.5771  0.106
H -1.0180 -1.8217 -5.1490  0.034
H -5.2595 1.6397 -0.1966  0.098
H 0.3153 1.8889 -3.7152  0.044
H 3.6642 2.1506 4.0009  0.134
H -1.1995 -1.5806 3.9514  0.029
H 0.1727 5.9030 -3.4069  0.112

Cartesian forces (eV/Å) of the 3 atoms listed first:
0.7 -0.5 -0.5
-0.5 -0.2 -0.5
0.0 -0.3 0.0

---

Entry 2:
# C40H41F5N9O4SSn

A structure of composition C40H41F5N9O4SSn in a non-equilibrium geometry (ωB97M-V/def2-TZVPD, the Open Molecules 2025 dataset).

The calculation puts the HOMO energy at -0.162 Ha. The energy above the lowest of the compared OMol25 structures with the same formula, charge and spin is 14.4 kcal per mole. The value obtained for the largest force on an atom is 1.3 eV Å⁻¹. As for the gap between HOMO and LUMO: 6.86 eV. The net charge is -1.

Each line ends with the Löwdin charge.
Atoms and positions in Å:
Sn -0.4205 0.0739 0.2451  1.332
S 2.3477 2.9055 0.5175  0.695
F 4.4732 1.0253 1.4572  0.037
F 6.9726 0.7846 0.5133  0.090
F 6.0911 4.1307 -2.7236  0.094
F 7.8366 2.3531 -1.5763  0.087
F 3.5649 4.3731 -1.7915  0.062
O -1.0243 3.6156 3.5149  0.093
O 0.9639 1.9665 -1.9819  0.013
O -0.9548 2.3871 -3.0177  0.120
O -2.4867 2.2900 2.4815  0.084
N 0.4052 0.9060 2.9513  0.004
N -2.5971 -0.1007 -0.6262  -0.062
N -0.4188 -0.9726 -1.8230  -0.083
N -1.0034 3.0177 0.1363  0.136
N -1.1088 -1.4777 1.8058  -0.100
N 1.0865 -1.7954 0.5249  -0.085
N 2.2025 0.6957 4.1094  -0.086
N 1.2282 1.1172 4.9158  0.062
N 0.1740 1.2316 4.2159  -0.026
C -3.7076 0.6189 -0.0514  -0.230
C -3.5549 -1.7720 1.9870  -0.169
C -0.4794 -2.5995 2.0634  -0.227
C 0.8121 -1.3007 -2.4900  -0.236
C 3.7442 -1.0270 5.0004  -0.402
C -0.8462 5.1652 1.1653  0.002
C -0.4671 -4.7018 3.5164  -0.107
C -4.8750 -0.2825 0.3885  -0.179
C -0.8999 -3.4650 3.0970  -0.029
C -1.6417 3.1433 2.4331  -0.492
C 1.3321 -4.1052 1.0911  -0.037
C -3.8958 -0.5871 -2.5767  -0.033
C 3.5289 0.4400 4.5859  -0.115
C -4.3936 -1.3634 -3.5936  -0.102
C -2.7443 -0.7241 -1.7668  -0.243
C -2.2924 -1.0731 2.5145  -0.254
C 2.6539 -1.4931 5.9611  -0.079
C 3.8308 -1.9415 3.7827  -0.062
C 1.2510 -5.2582 1.8384  -0.109
C -3.9325 -2.5882 -4.0583  -0.139
C 3.9172 2.7180 -0.1213  -0.578
C 2.1661 -1.8566 -0.4214  -0.252
C 6.5707 2.4586 -1.1199  -0.146
C -0.2112 2.5638 -2.0941  -0.548
C 4.8464 1.8079 0.4194  -0.236
C 4.3923 3.4821 -1.2093  -0.234
C 1.6673 0.5688 2.8835  -0.181
C 1.6785 -2.3494 -1.7871  -0.164
C 5.6797 3.3633 -1.6950  -0.148
C 0.4859 -5.5385 2.9590  -0.142
C 6.1340 1.6742 -0.0577  -0.151
C -0.3495 5.7054 -0.0089  -0.045
C -4.7363 -0.8150 1.8132  -0.203
C -1.5638 -1.4559 -2.2514  -0.238
C 0.6977 -2.8446 1.2076  -0.244
C -0.4951 3.5346 -0.9698  -0.238
C -0.1614 4.8783 -1.1022  0.000
C -2.7117 -3.1624 -3.7471  -0.107
C -1.1627 3.8115 1.1866  -0.193
C -1.6606 -2.6210 -3.0354  -0.034
H 2.9244 -2.4522 6.3951  0.075
H -4.4765 0.3018 -2.3642  0.100
H 2.1774 0.2663 1.9976  0.078
H 4.7075 -1.0532 5.5237  0.132
H 0.2610 5.2483 -2.0239  0.126
H -2.5283 -4.1436 -4.1752  0.098
H 1.7076 -1.6176 5.4409  0.073
H -4.6205 0.0261 2.4974  0.109
H -5.3153 -1.0090 -4.0459  0.100
H 4.0523 -2.9589 4.0974  0.080
H 4.6215 -1.6075 3.1153  0.078
H 2.0306 -4.1786 0.2698  0.083
H 2.5104 -0.7737 6.7641  0.072
H 2.9966 -2.4819 -0.0611  0.108
H 2.5516 -0.8379 -0.5422  0.106
H 0.6284 -6.5077 3.4211  0.083
H -1.7165 -3.0752 3.6868  0.082
H 1.3909 -0.3731 -2.5483  0.102
H -2.3765 -0.0004 2.3624  0.057
H -4.5736 -3.1281 -4.7455  0.083
H -3.3143 -2.2229 1.0241  0.112
H 1.4661 2.3028 -1.1823  -0.046
H -3.3306 1.1635 0.8092  0.068
H -5.6639 -1.3311 2.0786  0.101
H -2.1824 -1.2292 3.5934  0.114
H -0.9828 5.7636 2.0524  0.115
H -0.7676 -3.2324 -3.0173  0.093
H -3.8334 -2.5809 2.6646  0.101
H 3.6786 1.0924 5.4504  0.128
H 2.8926 -1.9569 3.2316  0.067
H 1.1110 -3.2715 -1.6499  0.100
H 1.9081 -6.0609 1.5163  0.098
H -4.0671 1.3699 -0.7677  0.112
H -5.8056 0.2877 0.3203  0.108
H -0.0812 6.7491 -0.0597  0.107
H 0.6060 -1.6267 -3.5175  0.116
H 2.5441 -2.5621 -2.4210  0.113
H -0.9781 -5.0899 4.3926  0.099
H -4.9575 -1.1262 -0.2990  0.104
H 4.2398 0.7073 3.8023  0.117
H -1.1692 2.9996 4.2571  0.106

Cartesian forces (eV/Å) of the 3 atoms listed first:
0.1 -0.6 -0.2
-0.5 0.0 0.5
0.2 0.0 -0.2

---

Entry 3:
# C40H41N4PRb

A structure of composition C40H41N4PRb (ωB97M-V/def2-TZVPD, the Open Molecules 2025 dataset).

The calculation puts the HOMO energy at -0.094 Ha. The energy above the lowest of the compared OMol25 structures with the same formula, charge and spin is 29.9 kcal per mole. The value obtained for the largest force on an atom is 0.2 eV Å⁻¹. As for the gap between HOMO and LUMO: 4.51 eV. The net charge is -1.

Each line ends with the Löwdin charge.
Atoms and positions in Å:
Rb 1.2908 -1.6547 0.0255  0.656
P 0.5929 2.1600 0.0779  1.117
N -1.7013 -2.4282 -1.6230  -0.150
N 0.4182 -4.3425 -1.1987  0.089
N 0.1409 -0.3694 -3.0338  0.121
N -1.2850 -2.4993 1.1503  0.065
C -1.8739 3.3513 -0.0583  -0.106
C 3.8124 4.9536 -1.6636  -0.146
C -0.7011 3.3196 0.6948  -0.342
C 2.6569 5.5066 -1.0750  -0.155
C -0.6165 4.1162 1.8495  -0.274
C 3.0788 2.6497 -1.1472  -0.379
C 4.0153 3.6068 -1.6964  -0.089
C -1.7454 -1.8798 -2.9708  -0.141
C -0.0834 1.9841 -3.4386  -0.068
C 0.6721 0.8391 -3.2017  -0.143
C 2.5298 1.3051 1.9158  -0.100
C -1.1895 -0.4820 -3.0941  -0.286
C 1.6914 -6.0195 -2.3221  -0.061
C -2.0226 0.6054 -3.3109  -0.042
C 2.1447 -0.2731 3.6854  -0.086
C -0.5601 -5.5790 -2.9859  -0.033
C -3.6417 -2.5210 1.4695  -0.029
C 1.7468 4.6341 -0.5120  -0.153
C 0.6217 -6.2867 -3.1572  -0.077
C -2.6228 -1.7564 -0.7213  -0.129
C 1.5401 -5.0335 -1.3517  -0.127
C 0.2747 0.5863 2.4028  -0.316
C -1.7154 4.8957 2.2054  -0.059
C 1.9184 3.2444 -0.5020  -0.351
C 3.3381 1.3020 -1.2526  -0.099
C -2.9577 4.1385 0.3019  -0.097
C 2.4235 -3.6205 2.1267  -0.340
C -3.4708 -3.0143 2.7554  -0.072
C -1.1183 -3.0009 2.3710  -0.126
C 3.0176 0.4962 2.9332  -0.073
C 0.6119 4.1600 2.7179  -0.037
C 0.7832 -0.2050 3.4283  -0.068
C -1.8971 -3.8693 -1.6626  -0.136
C -1.2130 0.6095 2.1657  -0.048
C -2.1902 -3.2719 3.2139  -0.055
C -2.8779 4.9117 1.4487  -0.098
C 1.1660 1.3475 1.6231  -0.383
C -0.6224 -4.6175 -1.9872  -0.266
C -1.4575 1.8627 -3.4886  -0.089
C -2.5147 -2.2781 0.6955  -0.301
H -3.6718 -1.8453 -1.0601  0.127
H 3.4953 -3.3839 2.2571  -0.128
H 1.7498 0.9127 -3.1042  0.086
H -4.3314 -3.2085 3.3839  0.102
H -1.6495 5.5108 3.0964  0.104
H -1.6576 1.5521 2.4934  0.084
H 4.2311 0.9528 -1.7562  0.031
H 4.0834 0.4478 3.1180  0.104
H 4.5571 5.6079 -2.1072  0.085
H 2.3348 -4.7896 -0.6510  0.094
H 2.6563 0.5447 -0.8943  -0.046
H -2.6959 -4.1553 -2.3680  0.124
H 2.4846 6.5747 -1.0570  0.071
H -2.7774 -1.8971 -3.3678  0.122
H 2.5208 -0.9448 4.4458  0.103
H 0.7025 -7.0396 -3.9318  0.101
H 2.3835 -4.7153 1.9693  -0.129
H 1.9864 -3.4626 3.1330  -0.133
H -1.7004 -0.2054 2.7022  0.068
H -2.3781 -0.6891 -0.7284  0.120
H -1.4230 -5.7659 -3.6132  0.106
H -3.0964 0.4639 -3.3468  0.107
H -1.1390 -2.5290 -3.6059  0.127
H 2.6260 -6.5564 -2.4112  0.100
H -2.0872 2.7288 -3.6547  0.106
H -0.0832 -3.1860 2.6537  0.072
H 0.8534 5.0546 -0.0640  0.087
H 0.0960 -0.8037 4.0167  0.106
H -4.6291 -2.3323 1.0668  0.107
H -3.8557 4.1428 -0.3041  0.094
H 3.2124 1.8963 1.3201  0.094
H 0.6259 5.0805 3.3034  0.077
H -3.7133 5.5307 1.7533  0.094
H 0.4143 2.9392 -3.5410  0.112
H -1.4449 0.5124 1.1005  0.056
H 1.5223 4.1097 2.1222  0.071
H 4.9084 3.2079 -2.1670  0.092
H -2.0123 -3.6758 4.2015  0.103
H -1.9312 2.7251 -0.9421  0.075
H -2.2081 -4.2079 -0.6734  0.126
H 0.6338 3.3148 3.4097  0.085

Cartesian forces (eV/Å) of the 3 atoms listed first:
0.0 0.0 0.0
-0.1 0.0 0.0
0.0 0.0 0.0

---

Entry 4:
# C40H42BFN9OS2SiSr

A structure of composition C40H42BFN9OS2SiSr (ωB97M-V/def2-TZVPD, the Open Molecules 2025 dataset).

The calculation puts the HOMO energy at -0.153 Ha. The energy above the lowest of the compared OMol25 structures with the same formula, charge and spin is 0.0 kcal per mole. The value obtained for the largest force on an atom is 0.5 eV Å⁻¹. As for the gap between HOMO and LUMO: 6.25 eV. The net charge is -1.

Each line ends with the Löwdin charge.
Atoms and positions in Å:
Sr -1.3832 -0.4232 0.0298  1.198
S 1.6119 0.9543 -0.9397  0.992
S -3.9761 1.2709 0.2734  0.509
Si -0.1446 -4.1164 -0.0458  0.347
F -2.6487 -1.1866 2.1117  -0.090
O 1.0648 -0.4241 -0.7394  -0.623
N -3.1844 -1.6831 -1.5579  -0.031
N -1.3510 2.1553 1.3669  0.007
N -1.4622 1.1122 -2.2821  -0.013
N -3.9253 3.8673 -0.1541  0.051
N 0.2037 0.1089 2.2491  0.064
N -2.0793 3.1774 0.9056  -0.034
N -0.9728 -2.9534 0.8961  -0.147
N -1.9623 0.6350 -3.4351  -0.087
N -3.2465 -1.5296 -2.8947  -0.090
C 0.3483 5.8891 3.5016  -0.090
C -1.5389 -4.5681 2.7094  -0.060
C -2.4848 -2.4182 2.6933  -0.235
C 3.1392 -0.1152 -4.5161  -0.066
C 2.3786 0.5668 3.8882  -0.075
C -1.6244 -3.3222 2.0324  -0.365
C 0.8928 -0.9057 2.7639  -0.120
C -1.4613 2.4407 -2.3870  -0.203
C -1.9454 2.8380 -3.6378  -0.080
C -3.1688 -2.6537 3.8575  -0.039
C 0.9154 4.4862 1.1837  -0.036
C 2.4305 2.1844 -4.6831  -0.074
C 0.5550 1.3682 2.5503  -0.221
C 1.0879 6.4931 2.4946  -0.106
C 0.1789 3.8708 2.1921  -0.203
C 2.9864 1.0517 -5.2582  -0.081
C 3.8705 2.1403 0.1068  -0.079
C -3.2598 2.8100 0.3853  -0.946
C -2.2663 1.6472 -4.2615  -0.103
C 1.3720 -4.8715 0.8142  -0.181
C 2.0297 2.1572 -3.3541  -0.079
C -4.3641 -2.1012 -3.3710  -0.111
C -4.2709 -2.3555 -1.1971  -0.176
C 3.1769 0.9506 -0.0657  -0.355
C 1.6678 1.6273 3.3569  -0.011
C 2.7485 -0.1492 -3.1893  -0.049
C -5.0608 -2.6553 -2.3137  -0.083
C 5.5139 0.9481 1.3910  -0.085
C -0.2719 2.4594 2.0083  -0.229
C -0.1032 4.5848 3.3501  -0.035
C 2.2142 0.9969 -2.6212  -0.356
C 5.0466 2.1356 0.8369  -0.078
C 3.6206 -0.2339 0.4931  -0.066
C 1.9813 -0.7301 3.6059  -0.066
C 1.3688 5.7885 1.3308  -0.087
C 0.5783 -3.3592 -1.5981  -0.173
C -3.0454 -3.8923 4.4812  -0.135
C -1.2657 -5.5177 -0.6226  -0.171
C -2.2246 -4.8389 3.8846  -0.126
C 4.8034 -0.2311 1.2205  -0.073
B -2.0899 -0.8875 -3.7212  -0.423
H 1.4398 7.5105 2.6128  0.093
H 0.5586 -1.8951 2.4650  0.092
H 3.2398 0.7545 4.5185  0.104
H 2.5056 -1.5871 4.0069  0.102
H 6.4309 0.9472 1.9668  0.100
H 1.1420 -5.5157 1.6646  0.008
H 2.8175 -1.0560 -2.6009  0.111
H 1.9628 -5.4541 0.1005  0.020
H -4.4357 -2.5937 -0.1570  0.104
H -3.5767 -4.1043 5.3992  0.083
H -2.0724 3.8382 -4.0165  0.079
H 2.2798 3.0777 -5.2747  0.104
H -0.9083 -5.3404 2.2895  0.068
H -4.5770 -2.0824 -4.4267  0.106
H -5.9954 -3.1888 -2.3455  0.077
H 5.1609 -1.1509 1.6654  0.108
H 1.4435 -2.7356 -1.3668  0.000
H 1.5428 3.0127 -2.9019  0.105
H 0.1196 6.4373 4.4073  0.096
H 0.9077 -4.1669 -2.2598  0.035
H 5.5956 3.0569 0.9825  0.103
H -3.7951 -1.8653 4.2562  0.113
H -0.7064 -6.2495 -1.2134  0.021
H -1.1449 3.0488 -1.5514  0.086
H -0.6864 4.1131 4.1320  0.121
H -2.1085 -5.8156 4.3418  0.090
H 2.0065 -4.0562 1.1797  0.013
H 1.9362 6.2574 0.5358  0.096
H -2.0450 -5.0914 -1.2616  0.025
H 3.4883 3.0608 -0.3209  0.106
H -3.6030 4.7918 0.0760  0.084
H 3.0281 -1.1319 0.3659  0.109
H -1.0418 -1.4126 -3.4202  0.057
H 1.9592 2.6473 3.5669  0.110
H 3.2823 1.0673 -6.2995  0.101
H -0.1386 -2.7505 -2.1513  -0.004
H -2.3619 -1.0193 -4.8952  0.066
H 1.1142 3.9327 0.2723  0.096
H -1.7582 -6.0448 0.1966  0.015
H -2.6832 1.4466 -5.2343  0.108
H -4.8739 3.7177 -0.4426  0.065
H 3.5472 -1.0034 -4.9805  0.106

Cartesian forces (eV/Å) of the 3 atoms listed first:
-0.5 -0.2 0.0
0.0 0.2 -0.1
0.0 0.1 0.0